No. 1
Computed, not measured: a structure of composition C51H41N2O2PPdS2 at a distorted geometry, with the ωB97M-V functional and the def2-TZVPD basis.

Each line ends with the Mulliken spin population.
Element x y z (Å)
1 Pd -25.52238 -0.33490 -1.02416  1.036
2 N -27.20375 0.38547 -3.43191  0.002
3 P -26.66589 1.36181 -2.08407  0.299
4 C -28.10758 2.15271 -1.40485  0.014
5 C -28.64075 3.33892 -1.86202  -0.002
6 C -29.54144 4.04786 -1.00700  0.007
7 C -30.00126 3.44192 0.14251  0.007
8 C -29.64884 2.08588 0.46767  0.002
9 C -28.70753 1.48324 -0.32040  0.016
10 C -25.70152 2.59954 -2.99471  0.090
11 C -25.37878 3.81669 -2.37789  0.055
12 C -24.73937 4.83514 -3.08387  -0.023
13 C -24.50832 4.71739 -4.45158  0.083
14 C -24.74729 3.49234 -5.02330  0.000
15 C -25.22981 2.42048 -4.30449  0.020
16 C -27.50753 -0.95326 -3.05520  0.008
17 C -28.71610 -1.61572 -3.37944  0.005
18 C -28.88304 -2.92813 -2.93880  0.005
19 C -27.88665 -3.56023 -2.17204  0.016
20 C -26.82188 -2.74460 -1.73391  -0.006
21 N -26.56174 -1.54112 -2.31006  0.067
22 H -27.99660 0.80526 -3.90917  0.002
23 H -28.33883 3.77460 -2.79342  0.000
24 H -29.88801 5.02745 -1.36181  0.001
25 H -30.48978 4.09602 0.87445  0.000
26 H -30.10981 1.55335 1.29875  0.000
27 H -28.35606 0.46011 -0.14204  -0.015
28 H -26.66499 4.21780 -0.92869  0.003
29 H -24.52371 5.78509 -2.64176  0.001
30 H -24.13684 5.61904 -4.99304  0.000
31 H -24.50929 3.43037 -6.10533  0.001
32 H -25.25990 1.42364 -4.74683  -0.002
33 H -29.53073 -1.07034 -3.83759  0.000
34 H -29.77196 -3.44871 -3.24166  0.001
35 H -27.98311 -4.62859 -1.99525  0.001
36 H -25.98717 -3.03053 -1.06865  -0.009
37 C -20.36133 -7.88081 -2.29214  0.029
38 C -21.19425 -6.73433 -1.75619  0.194
39 C -20.73562 -5.98091 -0.66382  0.209
40 C -21.58754 -5.01685 -0.07701  0.008
41 C -22.77503 -4.76289 -0.68457  0.244
42 C -23.24635 -5.43373 -1.82990  -0.033
43 C -22.45895 -6.41822 -2.35337  0.179
44 S -23.79333 -3.42571 -0.09142  0.044
45 O -23.48473 -3.38400 1.36308  0.038
46 C -22.84919 -2.08646 -0.90510  0.123
47 C -22.75986 -2.24541 -2.29694  -0.005
48 C -22.04077 -1.36525 -3.12353  0.015
49 C -21.22357 -0.37395 -2.57553  0.003
50 C -20.24901 0.29703 -3.35031  0.003
51 C -19.47470 1.24796 -2.72307  0.000
52 C -19.62134 1.56448 -1.32891  0.004
53 C -20.60475 0.91476 -0.58648  0.020
54 C -21.31992 -0.17717 -1.16846  0.032
55 C -22.20018 -0.99334 -0.30489  0.065
56 C -22.14898 -0.74234 1.16107  0.119
57 C -20.99675 -1.09293 1.96004  0.043
58 C -19.99607 -2.01457 1.55524  0.147
59 C -19.00203 -2.44554 2.35115  0.021
60 C -18.77570 -1.83580 3.60356  0.070
61 C -19.72028 -0.99391 4.08977  0.212
62 C -20.86216 -0.59131 3.31204  -0.050
63 C -21.92483 0.22252 3.78754  0.131
64 C -23.12221 0.37779 3.09194  0.175
65 C -23.20055 -0.04657 1.79136  -0.047
66 S -24.61668 0.73784 0.89977  0.098
67 O -25.72827 4.07951 -1.06079  0.004
68 C -25.88913 0.05689 2.00098  0.048
69 C -25.81264 -1.16248 2.55042  0.010
70 C -26.75674 -1.54186 3.51177  0.016
71 C -27.74489 -0.67250 3.97710  0.053
72 C -28.73721 -1.09159 5.00032  -0.002
73 C -27.81129 0.60582 3.36555  0.002
74 C -26.86652 1.01966 2.44266  0.004
75 H -20.43453 -8.72958 -1.60629  0.045
76 H -19.31104 -7.62839 -2.47425  0.022
77 H -20.75923 -8.18933 -3.23993  -0.003
78 H -19.73681 -6.21566 -0.31835  0.003
79 H -21.36503 -4.41518 0.84494  -0.010
80 H -24.14648 -5.07457 -2.30858  -0.006
81 H -22.71384 -6.95658 -3.27891  0.004
82 H -23.27965 -3.10288 -2.76679  -0.004
83 H -22.12934 -1.51855 -4.20889  -0.001
84 H -20.24241 0.07250 -4.38021  0.000
85 H -18.60294 1.66169 -3.27546  0.000
86 H -18.98983 2.40757 -0.96917  0.000
87 H -20.76779 1.25121 0.43282  0.004
88 H -20.05776 -2.44454 0.55435  0.029
89 H -18.30883 -3.23717 1.97412  0.000
90 H -17.86512 -2.03914 4.18477  0.003
91 H -19.63259 -0.60764 5.13717  0.000
92 H -21.84010 0.58498 4.80906  -0.009
93 H -23.97369 0.79913 3.60893  0.023
94 H -25.03044 -1.85411 2.33345  -0.018
95 H -26.84163 -2.57063 3.89901  0.001
96 H -28.33737 -1.44882 5.96652  0.005
97 H -29.33043 -1.87581 4.56255  0.007
98 H -29.43888 -0.32814 5.21635  0.000
99 H -28.47058 1.36716 3.72988  0.001
100 H -26.89632 2.04151 2.13751  -0.002

Properties
2S+1   5
LUMO energy (alpha / beta)   -10.137 / -13.934 eV
E_HOMO (alpha / beta)   -17.18 / -17.56 eV
Charge   +4
Frontier orbital gap (alpha / beta)   0.2590 / 0.1332 hartree

***

No. 2
Computed, not measured: a structure of composition C51H42IN8PPd at a distorted geometry, with the ωB97M-V functional and the def2-TZVPD basis.

Each line ends with the Löwdin charge.
Element x y z (Å)
1 Pd 0.12338 -0.62445 1.06697  0.964
2 C -0.04365 4.29721 -1.59453  0.022
3 N 0.03404 3.40635 -0.41452  -0.013
4 C 0.05343 2.03747 -0.44374  -0.377
5 N 0.11069 1.54530 0.78319  0.042
6 C 0.12067 2.60307 1.66919  -0.089
7 C 0.04886 3.80916 0.89731  -0.045
8 C -0.06337 5.18175 1.30326  -0.181
9 C -1.02776 5.53312 2.27897  -0.016
10 C -1.21222 6.85287 2.62576  -0.024
11 C -0.43440 7.84370 2.03071  0.008
12 C 0.53580 7.50751 1.07988  -0.018
13 C 0.71469 6.19628 0.70798  -0.017
14 C 0.24527 2.46917 3.08972  -0.129
15 C 0.63803 3.56854 3.89969  0.013
16 C 0.68059 3.45718 5.27203  -0.013
17 C 0.36752 2.24833 5.88242  0.010
18 C 0.02447 1.13218 5.10112  -0.033
19 C -0.02168 1.23715 3.73832  -0.035
20 P -0.03450 1.10538 -2.04299  1.192
21 C 1.37065 0.02096 -1.71561  -0.438
22 N 1.65476 -0.49380 -0.53851  0.041
23 C 2.89627 -1.05334 -0.59575  -0.122
24 C 3.37153 -0.91183 -1.91037  -0.059
25 N 2.39375 -0.22736 -2.58516  -0.023
26 C 2.49359 0.25066 -3.97449  0.020
27 C 4.63393 -1.32788 -2.53071  -0.197
28 C 4.64394 -2.04484 -3.72678  -0.032
29 C 5.84707 -2.43167 -4.29695  -0.036
30 C 7.04434 -2.09051 -3.68996  -0.027
31 C 7.04245 -1.36189 -2.50767  -0.033
32 C 5.84308 -0.98706 -1.92430  -0.026
33 C 3.50224 -1.63856 0.60656  -0.187
34 C 3.13038 -1.13973 1.86793  -0.093
35 C 3.69523 -1.64086 3.03303  -0.062
36 C 4.65875 -2.63585 2.95803  -0.035
37 C 5.03317 -3.14497 1.71617  -0.026
38 C 4.45708 -2.65786 0.55220  -0.015
39 C -1.44646 0.01362 -1.56809  -0.382
40 N -1.72962 -0.42694 -0.37035  0.074
41 C -2.97040 -1.05282 -0.44398  -0.094
42 C -3.38581 -1.02614 -1.82726  -0.035
43 N -2.42932 -0.31279 -2.47634  -0.013
44 C -2.39361 0.00215 -3.92187  0.025
45 C -4.53567 -1.59501 -2.48557  -0.194
46 C -5.36613 -0.80332 -3.29983  -0.011
47 C -6.47828 -1.36050 -3.89723  -0.013
48 C -6.75585 -2.71587 -3.72872  0.010
49 C -5.91902 -3.51454 -2.95344  -0.018
50 C -4.82498 -2.96116 -2.32108  -0.019
51 C -3.74402 -1.45918 0.69449  -0.123
52 C -5.11182 -1.84348 0.55656  0.035
53 C -5.84204 -2.26076 1.64522  -0.005
54 C -5.26452 -2.26867 2.91108  0.032
55 C -3.93518 -1.84208 3.08524  -0.015
56 C -3.19783 -1.44128 2.00726  -0.030
57 H -0.56576 3.79607 -2.39914  0.071
58 H 0.95069 4.57051 -1.93759  0.112
59 H -0.58897 5.19704 -1.33145  0.110
60 H -1.66355 4.76400 2.70539  0.132
61 H -1.97605 7.12028 3.34469  0.130
62 H -0.58137 8.88157 2.30585  0.134
63 H 1.15776 8.28019 0.64497  0.131
64 H 1.50440 5.94154 0.01021  0.126
65 H 0.95439 4.49098 3.43762  0.120
66 H 0.98402 4.30596 5.87184  0.134
67 H 0.40376 2.15956 6.96199  0.134
68 H -0.21969 0.19464 5.58504  0.124
69 H -0.32359 0.38250 3.16898  0.059
70 H 3.54088 0.36906 -4.23372  0.110
71 H 1.99919 1.21320 -4.07192  0.079
72 H 2.04065 -0.45410 -4.66726  0.106
73 H 3.70957 -2.34745 -4.19187  0.121
74 H 5.85021 -3.01476 -5.20881  0.124
75 H 7.98257 -2.38968 -4.13990  0.128
76 H 7.97970 -1.07945 -2.04348  0.125
77 H 5.83984 -0.38676 -1.01961  0.128
78 H 2.47488 -0.28794 1.93229  0.076
79 H 3.41412 -1.23097 3.99545  0.119
80 H 5.13463 -3.00216 3.86254  0.129
81 H 5.77901 -3.92814 1.65698  0.128
82 H 4.73071 -3.09211 -0.39962  0.126
83 H -3.09491 -0.63868 -4.44407  0.104
84 H -1.39804 -0.17837 -4.31463  0.090
85 H -2.66901 1.03941 -4.09576  0.112
86 H -5.17122 0.25936 -3.41140  0.131
87 H -7.14088 -0.73842 -4.48575  0.133
88 H -7.63285 -3.14519 -4.19578  0.135
89 H -6.12647 -4.57200 -2.84820  0.131
90 H -4.16093 -3.59017 -1.73527  0.130
91 H -5.59509 -1.77288 -0.40259  0.109
92 H -6.87159 -2.57240 1.51754  0.136
93 H -5.84571 -2.58885 3.76824  0.138
94 H -3.49597 -1.84139 4.07433  0.128
95 H -2.19125 -1.13236 2.15949  0.064
96 I -1.45406 -6.48874 0.08390  0.981
97 C -0.37423 -4.85980 0.73663  -0.748
98 C 0.93178 -4.82953 1.18519  -0.069
99 N 1.21950 -3.55553 1.48926  0.042
100 N 0.16785 -2.75143 1.27606  -0.072
101 C -0.80603 -3.54295 0.80717  -0.181
102 H 1.65432 -5.62497 1.30734  0.150
103 H 2.08296 -3.18635 1.85811  0.119
104 H -1.78166 -3.16445 0.55621  0.085

Properties
2S+1   1
LUMO energy (alpha / beta)   -14.241 / -14.338 eV
E_HOMO (alpha / beta)   -16.60 / -16.70 eV
Charge   +4
Frontier orbital gap (alpha / beta)   0.0869 / 0.0867 hartree

***

Number 1: E_tot -3492.07594 Eh. Number 2: E_tot -3172.22071 Eh.